201
Properties=species:S:1:pos:R:3:lowdin_charge:R:1 method="wB97M-V/def2-TZVPD" molar_mass_g_mol=1041.59 de_lowest_kj_mol=0.0 homo_energy_ev=-9.15 orbital_gap_ev=9.49
C -3.557 -0.588 -2.665 -0.056
C -2.047 -0.715 -3.027 -0.287
O -1.803 -0.510 -4.416 -0.093
H -3.647 -0.665 -1.569 0.050
H -4.242 -1.297 -3.113 0.074
H -3.887 0.405 -2.906 0.051
H -1.752 -1.746 -2.824 0.087
H -1.428 -0.074 -2.361 0.090
H -2.080 0.392 -4.631 0.030
C 3.554 5.269 0.724 -0.076
C 3.543 3.830 1.216 -0.310
O 2.653 2.995 0.460 -0.122
H 4.376 5.739 1.296 0.082
H 2.618 5.809 0.928 0.074
H 3.828 5.307 -0.327 0.069
H 3.271 3.776 2.302 0.113
H 4.532 3.410 1.120 0.083
H 3.050 2.872 -0.412 0.027
C 5.532 2.098 -1.422 -0.059
C 4.587 2.022 -2.643 -0.269
O 3.365 2.721 -2.316 -0.100
H 5.670 3.166 -1.147 0.083
H 6.537 1.671 -1.677 0.089
H 5.105 1.562 -0.571 0.044
H 4.359 1.023 -2.976 0.069
H 4.993 2.520 -3.523 0.115
H 2.674 2.277 -2.802 0.038
C 5.775 -4.429 -0.038 -0.085
C 5.325 -3.133 0.533 -0.331
O 5.410 -3.185 1.967 -0.097
H 6.837 -4.543 0.194 0.088
H 5.569 -4.517 -1.111 0.055
H 5.184 -5.257 0.411 0.087
H 4.294 -2.881 0.313 0.086
H 6.000 -2.312 0.224 0.116
H 4.832 -3.885 2.272 0.073
C -6.812 -0.381 2.167 -0.078
C -5.337 -0.121 1.895 -0.309
O -4.795 -0.761 0.716 -0.100
H -6.944 -1.467 2.339 0.077
H -7.503 -0.009 1.385 0.081
H -7.095 0.167 3.085 0.077
H -4.744 -0.308 2.814 0.099
H -5.107 0.899 1.628 0.083
H -4.863 -1.720 0.743 0.075
C -2.665 -4.070 -1.280 -0.069
C -2.462 -5.032 -0.121 -0.338
O -3.465 -4.851 0.825 -0.082
H -1.947 -4.249 -2.067 0.056
H -2.589 -3.035 -0.911 0.066
H -3.699 -4.139 -1.669 0.091
H -1.471 -4.846 0.340 0.101
H -2.435 -6.096 -0.443 0.121
H -3.266 -5.400 1.573 0.055
C 2.095 0.872 -5.105 -0.053
C 1.440 0.203 -3.905 -0.327
O 2.012 -1.030 -3.537 -0.122
H 1.534 1.747 -5.407 0.069
H 2.117 0.149 -5.931 0.092
H 3.110 1.250 -4.902 0.067
H 0.365 0.115 -4.084 0.089
H 1.489 0.889 -3.077 0.066
H 1.594 -1.354 -2.666 0.074
C 5.591 0.242 2.282 -0.075
C 6.799 -0.256 3.152 -0.284
O 7.350 0.757 4.026 -0.103
H 5.278 -0.591 1.625 0.049
H 5.882 1.119 1.685 0.061
H 4.845 0.579 3.001 0.062
H 7.623 -0.531 2.485 0.109
H 6.505 -1.122 3.752 0.100
H 6.786 0.915 4.804 0.083
C 2.420 -1.582 3.317 -0.074
C 1.829 -1.672 4.701 -0.347
O 1.350 -2.968 4.909 -0.078
H 3.395 -2.089 3.245 0.068
H 2.496 -0.574 2.887 0.064
H 1.691 -2.167 2.698 0.081
H 1.046 -0.922 4.826 0.080
H 2.610 -1.406 5.404 0.110
H 0.831 -2.976 5.729 0.095
C -5.224 4.138 3.213 -0.083
C -4.016 3.233 3.269 -0.322
O -2.956 3.990 3.900 -0.087
H -6.131 3.575 2.954 0.076
H -5.109 4.988 2.559 0.062
H -5.406 4.501 4.240 0.085
H -3.765 2.799 2.298 0.076
H -4.293 2.386 3.868 0.095
H -2.184 3.400 4.008 0.035
C 6.999 -1.358 -3.131 -0.091
C 5.567 -1.509 -2.789 -0.354
O 4.794 -1.104 -3.914 -0.092
H 7.254 -0.364 -3.472 0.066
H 7.148 -2.043 -3.993 0.091
H 7.691 -1.681 -2.326 0.086
H 5.214 -0.940 -1.925 0.087
H 5.483 -2.564 -2.495 0.089
H 3.834 -1.173 -3.729 0.042
C -4.868 3.642 -0.855 -0.064
C -4.421 5.072 -0.844 -0.422
C -2.989 4.969 -0.190 -0.177
O -2.093 4.426 -1.139 -0.233
C -0.745 4.741 -0.923 -0.090
N -4.415 5.608 -2.186 0.046
H -5.860 3.507 -1.258 0.080
H -4.759 3.127 0.115 0.070
H -4.211 3.190 -1.593 0.063
H -5.106 5.696 -0.279 0.133
H -3.040 4.294 0.642 0.086
H -2.600 5.929 0.169 0.127
H -0.407 4.349 -0.010 0.049
H -0.557 5.800 -0.997 0.092
H -0.180 4.272 -1.730 0.092
H -4.176 6.596 -2.088 0.079
H -3.658 5.169 -2.710 0.062
C 3.107 -4.535 -2.716 -0.057
C 2.199 -5.763 -2.567 -0.417
C 0.858 -5.294 -1.821 -0.125
O 1.183 -4.727 -0.485 -0.255
C 1.449 -5.710 0.492 -0.123
N 1.674 -6.320 -3.787 0.017
H 4.046 -4.821 -3.200 0.080
H 3.351 -4.198 -1.706 0.054
H 2.630 -3.746 -3.304 0.079
H 2.752 -6.563 -2.068 0.128
H 0.182 -6.159 -1.728 0.124
H 0.432 -4.451 -2.342 0.105
H 2.183 -6.491 0.150 0.093
H 0.540 -6.249 0.745 0.072
H 1.858 -5.315 1.442 0.090
H 2.391 -6.583 -4.446 0.072
H 1.027 -5.714 -4.307 0.087
C -5.670 2.632 -7.157 -0.080
C -4.565 1.881 -6.495 -0.459
C -3.738 2.757 -5.574 -0.191
O -2.505 2.129 -5.267 -0.227
C -1.750 2.855 -4.309 -0.088
N -5.102 0.691 -5.806 0.060
H -6.487 2.761 -6.436 0.089
H -6.064 2.075 -7.994 0.073
H -5.365 3.632 -7.505 0.086
H -3.876 1.605 -7.313 0.142
H -4.250 2.842 -4.613 0.128
H -3.494 3.740 -6.034 0.138
H -0.776 2.314 -4.235 0.090
H -2.213 2.915 -3.298 0.081
H -1.507 3.852 -4.675 0.091
H -4.304 0.082 -5.609 0.065
H -5.771 0.226 -6.416 0.074
C -1.278 1.015 5.691 -0.027
C 0.104 1.652 5.733 -0.432
C 0.681 2.188 4.418 -0.147
O -0.303 2.986 3.727 -0.230
C 0.191 3.868 2.813 -0.136
N 0.149 2.733 6.672 0.037
H -2.023 1.601 5.149 0.070
H -1.614 0.906 6.707 0.076
H -1.280 0.018 5.213 0.062
H 0.855 0.902 6.025 0.127
H 0.928 1.368 3.721 0.117
H 1.586 2.780 4.585 0.124
H -0.676 4.366 2.341 0.088
H 0.805 3.388 2.043 0.065
H 0.804 4.649 3.324 0.110
H -0.597 3.368 6.511 0.066
H 0.141 2.477 7.663 0.086
C 2.761 -0.290 -0.342 -0.040
C 1.320 -0.626 -0.079 -0.416
C 0.449 0.608 -0.129 -0.172
O -0.926 0.253 0.018 -0.212
C -1.825 1.345 -0.080 -0.094
N 0.854 -1.657 -0.976 0.091
H 3.070 0.407 0.480 0.084
H 2.935 0.242 -1.286 0.065
H 3.429 -1.160 -0.341 0.061
H 1.271 -0.906 0.975 0.102
H 0.568 1.183 -1.053 0.119
H 0.798 1.270 0.705 0.126
H -1.598 2.106 0.684 0.090
H -2.865 0.993 -0.015 0.083
H -1.770 1.812 -1.073 0.073
H 1.119 -2.593 -0.690 0.066
H -0.172 -1.633 -1.073 0.082
C -4.248 -3.670 3.618 -0.048
C -2.733 -3.725 3.597 -0.419
C -2.169 -2.520 4.354 -0.246
O -2.636 -1.330 3.832 -0.215
C -1.890 -0.963 2.630 -0.053
N -2.292 -5.077 4.055 0.068
H -4.542 -2.687 3.233 0.068
H -4.698 -3.787 4.605 0.086
H -4.717 -4.439 3.010 0.072
H -2.377 -3.651 2.577 0.106
H -1.058 -2.540 4.403 0.106
H -2.554 -2.575 5.389 0.135
H -2.003 0.121 2.484 0.085
H -2.272 -1.475 1.731 0.086
H -0.815 -1.215 2.742 0.090
H -2.738 -5.222 4.934 0.058
H -1.307 -5.184 4.050 0.054